1.
{"formula": "C2H7N3O", "method": "ωB97M-V with the def2-TZVPD basis set", "total_energy_ev": -8695.612, "orbital_gap_ha": 0.2913, "e_above_lowest_kj_mol": 1029.00, "species": ["C", "N", "N", "C", "O", "N", "H", "H", "H", "H", "H", "H", "H"], "coordinates": [[1.46, 0.74, 0.23], [-1.19, -0.02, 0.06], [-0.92, -0.04, -1.26], [0.38, -0.32, 0.17], [-2.20, -0.06, 0.99], [0.63, -1.54, 0.52], [-2.95, 0.19, 0.43], [-1.53, -1.05, -0.97], [-0.46, 0.73, -1.74], [1.58, -1.63, 0.89], [2.29, 0.43, 0.87], [1.87, 0.88, -0.78], [1.05, 1.69, 0.58]], "nbo_charge": [-0.694, -0.183, -0.761, 0.472, -0.505, -0.731, 0.459, 0.539, 0.374, 0.336, 0.239, 0.225, 0.230]}

---

2.
{"formula": "C4H8N2O2", "method": "ωB97M-V with the def2-TZVPD basis set", "total_energy_ev": -11353.955, "orbital_gap_ha": 0.3785, "e_above_lowest_kj_mol": 15.22, "smiles": "CCC(=O)NC(N)=O", "species": ["C", "C", "C", "O", "N", "C", "N", "O", "H", "H", "H", "H", "H", "H", "H", "H"], "coordinates": [[2.66, -0.17, 0.61], [1.48, 0.34, -0.19], [0.29, -0.58, -0.10], [0.38, -1.73, 0.22], [-0.92, 0.03, -0.48], [-2.21, -0.44, -0.14], [-3.12, 0.59, -0.10], [-2.47, -1.59, 0.09], [3.47, 0.55, 0.64], [2.37, -0.38, 1.65], [3.00, -1.13, 0.22], [1.76, 0.43, -1.24], [1.24, 1.37, 0.10], [-0.87, 1.04, -0.53], [-2.98, 1.36, -0.73], [-4.08, 0.30, -0.02]], "nbo_charge": [-0.602, -0.509, 0.692, -0.533, -0.679, 0.787, -0.847, -0.568, 0.210, 0.216, 0.226, 0.232, 0.208, 0.384, 0.379, 0.404]}

---

3.
{"formula": "C29H39ClFI3N2O4S", "method": "ωB97M-V with the def2-TZVPD basis set", "total_energy_ev": -92251.109, "orbital_gap_ha": 0.2993, "species": ["C", "C", "C", "Cl", "C", "I", "O", "C", "F", "C", "C", "C", "N", "O", "C", "C", "C", "O", "C", "S", "O", "C", "C", "C", "C", "C", "C", "C", "C", "C", "C", "C", "C", "N", "C", "C", "C", "I", "C", "C", "I", "H", "H", "H", "H", "H", "H", "H", "H", "H", "H", "H", "H", "H", "H", "H", "H", "H", "H", "H", "H", "H", "H", "H", "H", "H", "H", "H", "H", "H", "H", "H", "H", "H", "H", "H", "H", "H", "H", "H"], "coordinates": [[-0.54, 2.08, 3.17], [-1.71, 2.37, 2.23], [-1.49, 2.63, 0.72], [-2.92, 1.88, -0.15], [-0.17, 2.26, 0.00], [1.26, 3.77, 0.76], [-0.45, 2.42, -1.37], [0.56, 2.69, -2.31], [1.82, 2.18, -2.07], [0.58, 4.22, -2.62], [1.96, 4.80, -2.99], [2.63, 5.65, -1.90], [3.74, 5.06, -1.26], [2.24, 6.76, -1.60], [0.08, 1.98, -3.61], [0.74, 2.40, -4.92], [2.21, 1.95, -5.06], [0.06, 1.65, -5.97], [0.34, 0.74, 0.23], [2.00, 0.90, 1.05], [-0.60, -0.01, 0.91], [-0.52, -1.47, 1.03], [-2.04, -1.80, 1.20], [-2.57, -3.20, 0.86], [-2.44, -4.25, 1.96], [-2.32, -5.58, 1.63], [-2.17, -6.57, 2.57], [-2.14, -6.26, 3.91], [-2.30, -4.94, 4.25], [-2.46, -3.96, 3.31], [0.24, -1.64, 2.38], [-0.36, -1.35, 3.58], [0.34, -1.47, 4.75], [1.61, -1.84, 4.85], [2.18, -2.11, 3.69], [1.57, -2.01, 2.47], [0.19, -2.22, -0.12], [0.70, -4.30, 0.28], [-0.41, -2.27, -1.56], [0.78, -2.23, -2.56], [-1.83, -0.82, -2.20], [0.08, 1.22, 2.93], [0.13, 2.93, 3.33], [-0.97, 1.88, 4.17], [-2.25, 3.22, 2.65], [-2.41, 1.54, 2.33], [-1.64, 3.70, 0.53], [-0.13, 4.44, -3.42], [0.22, 4.79, -1.76], [1.80, 5.49, -3.83], [2.68, 4.06, -3.34], [4.44, 5.78, -1.06], [4.15, 4.39, -1.90], [-1.01, 2.00, -3.64], [0.36, 0.93, -3.46], [0.63, 3.45, -5.20], [2.47, 1.25, -4.26], [2.91, 2.79, -5.11], [2.32, 1.39, -5.99], [-0.76, 2.12, -6.14], [0.60, 0.39, -0.77], [2.86, 0.19, 0.28], [-2.38, -1.57, 2.21], [-2.60, -1.09, 0.58], [-2.22, -3.64, -0.08], [-3.66, -3.10, 0.74], [-2.31, -5.87, 0.58], [-2.05, -7.59, 2.22], [-1.99, -7.04, 4.64], [-2.29, -4.68, 5.30], [-2.58, -2.94, 3.67], [-1.39, -1.00, 3.65], [-0.18, -1.22, 5.68], [3.23, -2.41, 3.70], [2.14, -2.24, 1.58], [1.18, -1.77, -0.20], [-0.85, -3.25, -1.70], [1.35, -3.16, -2.52], [0.35, -2.12, -3.56], [1.40, -1.35, -2.37]], "lowdin_charge": [-0.139, -0.265, -0.626, 0.610, -0.706, 1.137, -0.161, -0.501, 0.029, -0.091, -0.098, -0.558, 0.112, 0.050, -0.087, -0.383, -0.025, -0.061, -0.589, 0.695, -0.161, -0.373, -0.123, -0.140, -0.255, -0.123, -0.094, -0.092, -0.089, -0.049, -0.174, -0.052, -0.141, 0.082, -0.145, -0.141, -0.592, 1.108, -0.829, -0.185, 1.082, 0.026, 0.026, 0.082, 0.114, 0.081, 0.074, 0.119, 0.084, 0.129, 0.087, 0.103, 0.086, 0.118, 0.083, 0.134, 0.076, 0.071, 0.084, 0.089, 0.075, -0.104, 0.088, 0.055, 0.072, 0.132, 0.107, 0.107, 0.105, 0.109, 0.100, 0.109, 0.113, 0.113, 0.054, 0.049, 0.017, 0.054, 0.053, 0.069]}

---

4.
{"formula": "C2H9N2S2", "method": "ωB97M-V with the def2-TZVPD basis set", "total_energy_ev": -26863.333, "charge": 1, "orbital_gap_ha": 0.2778, "e_above_lowest_kj_mol": 136.57, "species": ["C", "S", "S", "H", "H", "H", "H", "N", "C", "N", "H", "H", "H", "H", "H"], "coordinates": [[-0.22, 2.49, -2.22], [-0.23, 1.11, -0.97], [1.51, -0.10, -1.00], [-0.46, 3.34, -1.57], [-0.99, 2.49, -2.99], [0.82, 2.61, -2.51], [1.64, -0.23, -2.35], [0.81, -1.58, 2.12], [-0.45, -1.29, 2.12], [-1.21, -1.52, 1.03], [1.33, -1.77, 1.28], [1.39, -1.39, 2.94], [-1.01, -1.06, 3.03], [-2.02, -2.09, 0.92], [-0.91, -1.01, 0.20]], "nbo_charge": [-0.698, 0.003, -0.189, 0.240, 0.249, 0.245, 0.174, -0.642, 0.441, -0.816, 0.445, 0.439, 0.227, 0.450, 0.433]}

---

5.
{"formula": "C46H34AsBaN5O2PS2", "method": "ωB97M-V with the def2-TZVPD basis set", "total_energy_ev": -152296.431, "charge": -1, "orbital_gap_ha": 0.2148, "e_above_lowest_kj_mol": 7.80, "species": ["Ba", "O", "C", "O", "C", "C", "C", "N", "C", "C", "C", "C", "C", "C", "C", "N", "C", "C", "C", "C", "C", "N", "H", "H", "H", "H", "H", "H", "H", "H", "H", "H", "S", "C", "C", "N", "C", "S", "C", "N", "C", "C", "As", "C", "C", "C", "C", "C", "C", "C", "C", "C", "C", "C", "C", "P", "C", "C", "C", "C", "C", "C", "C", "C", "C", "C", "C", "C", "H", "H", "H", "H", "H", "H", "H", "H", "H", "H", "H", "H", "H", "H", "H", "H", "H", "H", "H", "H", "H", "H", "H", "H"], "coordinates": [[-0.57, 2.04, 2.39], [5.05, 2.68, 7.54], [4.58, 1.58, 7.22], [4.87, 0.42, 7.56], [3.39, 1.67, 6.21], [2.74, 0.52, 5.78], [1.67, 0.63, 4.91], [1.23, 1.81, 4.46], [1.86, 2.92, 4.86], [2.95, 2.89, 5.73], [1.36, 4.22, 4.33], [2.21, 5.32, 4.22], [1.72, 6.51, 3.72], [0.40, 6.58, 3.34], [-0.38, 5.45, 3.46], [0.08, 4.29, 3.94], [0.95, -0.58, 4.44], [1.53, -1.85, 4.52], [0.81, -2.95, 4.11], [-0.48, -2.78, 3.63], [-0.97, -1.49, 3.55], [-0.28, -0.42, 3.93], [3.09, -0.42, 6.18], [3.45, 3.78, 6.08], [3.25, 5.22, 4.50], [2.38, 7.36, 3.61], [-0.03, 7.49, 2.92], [-1.41, 5.45, 3.14], [2.54, -1.96, 4.88], [1.25, -3.94, 4.16], [-1.08, -3.62, 3.30], [-1.96, -1.31, 3.15], [1.94, 2.48, 0.85], [1.49, 3.34, -0.60], [2.50, 3.35, -1.63], [3.32, 3.33, -2.44], [0.33, 4.01, -0.85], [-1.07, 4.14, 0.19], [0.19, 4.68, -2.11], [0.03, 5.23, -3.11], [-1.82, -1.95, -0.64], [-1.44, -2.67, -1.93], [-3.00, -3.49, -2.81], [-3.90, -1.80, -3.22], [-3.26, -0.79, -3.95], [-3.89, 0.43, -4.15], [-5.15, 0.65, -3.63], [-5.79, -0.34, -2.91], [-5.17, -1.56, -2.70], [-2.20, -3.77, -4.58], [-3.07, -4.02, -5.64], [-2.57, -4.23, -6.92], [-1.20, -4.22, -7.15], [-0.34, -3.99, -6.09], [-0.83, -3.77, -4.81], [-0.55, -0.79, 0.05], [-0.01, 0.05, -1.48], [1.13, -0.27, -2.20], [1.43, 0.40, -3.38], [0.58, 1.40, -3.84], [-0.57, 1.72, -3.13], [-0.85, 1.06, -1.95], [0.85, -1.89, 0.47], [2.06, -1.29, 0.83], [3.14, -2.06, 1.23], [3.03, -3.44, 1.29], [1.83, -4.05, 0.94], [0.75, -3.28, 0.54], [-2.09, -2.66, 0.16], [-2.70, -1.33, -0.80], [-0.70, -3.45, -1.75], [-1.01, -1.96, -2.63], [-2.27, -0.96, -4.35], [-3.38, 1.20, -4.70], [-5.64, 1.61, -3.78], [-6.78, -0.17, -2.50], [-5.67, -2.34, -2.13], [-4.14, -4.03, -5.47], [-3.26, -4.41, -7.74], [-0.81, -4.38, -8.14], [0.73, -3.97, -6.26], [-0.13, -3.57, -4.01], [1.80, -1.04, -1.84], [2.34, 0.18, -3.91], [0.84, 1.95, -4.74], [-1.20, 2.53, -3.47], [-1.73, 1.35, -1.37], [2.17, -0.21, 0.77], [4.07, -1.57, 1.50], [3.87, -4.04, 1.61], [1.74, -5.13, 0.99], [-0.18, -3.77, 0.28]], "lowdin_charge": [1.390, -0.037, -0.692, -0.043, -0.072, 0.053, -0.210, 0.008, -0.214, 0.057, -0.239, 0.001, -0.042, -0.050, -0.178, -0.036, -0.214, 0.000, -0.054, -0.068, -0.181, -0.008, 0.113, 0.117, 0.117, 0.112, 0.108, 0.095, 0.117, 0.113, 0.107, 0.101, 0.388, -0.792, -0.314, 0.149, -0.821, 0.340, -0.334, 0.146, -0.422, -0.459, 1.283, -0.424, -0.105, -0.079, -0.087, -0.096, -0.139, -0.423, -0.132, -0.094, -0.098, -0.087, -0.110, 1.011, -0.397, -0.084, -0.077, -0.077, -0.097, -0.125, -0.380, -0.111, -0.070, -0.093, -0.097, -0.114, 0.066, 0.059, 0.052, 0.046, 0.105, 0.104, 0.102, 0.098, 0.086, 0.097, 0.099, 0.098, 0.102, 0.090, 0.103, 0.105, 0.108, 0.103, 0.091, 0.036, 0.112, 0.101, 0.101, 0.087]}

---

6.
{"formula": "C5H11NO2", "method": "ωB97M-V with the def2-TZVPD basis set", "total_energy_ev": -10944.774, "charge": -2, "orbital_gap_ha": 0.2370, "e_above_lowest_kj_mol": 45.17, "smiles": "N[C@@H](C[O-])CCC[O-]", "species": ["N", "C", "C", "O", "C", "C", "C", "O", "H", "H", "H", "H", "H", "H", "H", "H", "H", "H", "H"], "coordinates": [[1.39, 1.54, -0.23], [1.05, 0.26, 0.39], [1.46, 0.23, 1.94], [2.63, 0.91, 2.11], [-0.43, -0.07, 0.29], [-0.93, -0.87, -0.95], [-2.37, -0.60, -1.41], [-2.79, -1.56, -2.29], [2.34, 1.67, 0.15], [0.99, 2.37, 0.22], [1.66, -0.45, -0.15], [1.68, -0.86, 2.11], [0.64, 0.58, 2.60], [-0.77, -0.63, 1.18], [-1.03, 0.84, 0.26], [-0.22, -0.67, -1.76], [-0.80, -1.95, -0.75], [-2.52, 0.41, -1.89], [-3.08, -0.53, -0.52]], "nbo_charge": [-0.875, -0.078, -0.039, -1.010, -0.410, -0.414, -0.016, -1.003, 0.379, 0.326, 0.157, 0.077, 0.082, 0.175, 0.180, 0.175, 0.174, 0.073, 0.048]}

---

| no. | E_HOMO (eV) |
| --- | --- |
| 1 | -7.3 |
| 2 | -9.8 |
| 3 | -8.3 |
| 4 | -12.1 |
| 5 | -4.6 |
| 6 | 0.6 |